--- w ---
Formula: C2H3IN4
Source: the OMol25 dataset
Level of theory: ωB97M-V/def2-TZVPD

XYZ file:
```
10
C2H3IN4, DFT ωB97M-V/def2-TZVPD
N 0.48 -0.55 0.06
H -2.74 0.32 -0.16
C 1.58 0.25 0.05
N -1.84 -0.14 0.01
H -1.80 -1.19 -0.03
N 1.25 1.56 0.02
H 0.45 -1.59 0.15
C -0.64 0.33 0.04
N -0.20 1.60 -0.11
I 3.46 -0.59 -0.02
```

Computed properties:
LUMO energy (alpha / beta): -14.17 / -14.17 eV
Net charge: +2
Spin multiplicity: 1
Frontier orbital gap (alpha / beta): 5.939 / 5.942 eV


--- x ---
Formula: C2H3IN4
Source: the OMol25 dataset
Level of theory: ωB97M-V/def2-TZVPD

XYZ file:
```
10
C2H3IN4, DFT ωB97M-V/def2-TZVPD
N -0.27 2.14 0.79
N 0.08 0.36 -0.70
C -0.46 1.04 2.66
H -0.20 -0.91 1.83
H 0.14 1.03 -1.47
I -0.76 0.77 4.67
N -0.46 2.27 2.09
C -0.13 0.81 0.50
H 0.18 -0.63 -0.93
N -0.25 0.10 1.69
```

Computed properties:
LUMO energy (alpha / beta): -13.63 / -13.69 eV
Net charge: +2
Spin multiplicity: 1
Frontier orbital gap (alpha / beta): 6.445 / 6.365 eV


Which structure is the least stable? The one labeled w.